Formula: C15H11ClN2O2S
Source: the Open Molecules 2025 dataset
Level of theory: ωB97M-V with the def2-TZVPD basis set

Element x y z (Å)
O: 1.382 1.782 0.917
S: 0.270 1.548 0.042
O: -0.442 2.688 -0.444
N: -0.833 0.507 0.793
C: -1.726 0.890 1.787
C: -2.360 2.133 1.770
C: -3.262 2.409 2.778
C: -3.513 1.451 3.753
C: -2.832 0.251 3.671
N: -1.955 -0.027 2.719
C: 0.711 0.502 -1.340
C: 0.176 0.841 -2.549
C: 0.410 0.043 -3.675
C: 1.169 -1.092 -3.553
Cl: 1.428 -2.067 -4.949
C: 1.740 -1.479 -2.314
C: 2.519 -2.644 -2.162
C: 3.053 -2.974 -0.948
C: 2.843 -2.149 0.166
C: 2.089 -1.012 0.056
C: 1.510 -0.650 -1.177
H: -0.424 -0.393 1.010
H: -2.132 2.842 0.993
H: -3.770 3.362 2.803
H: -4.214 1.635 4.552
H: -2.980 -0.535 4.400
H: -0.426 1.732 -2.618
H: -0.010 0.317 -4.630
H: 2.690 -3.271 -3.023
H: 3.648 -3.869 -0.843
H: 3.284 -2.414 1.115
H: 1.956 -0.356 0.901

Computed properties:
SMILES = O=S(=O)(Nc1ccccn1)c1ccc(Cl)c2ccccc12
HOMO energy = -8.786 eV
E_LUMO = -0.0152 Eh
Calculated total energy = -46166.3974 eV
Energy above the lowest of the compared OMol25 structures with the same formula, charge and spin = 0.0 kcal per mole


Formula: C15H12Cl2N2O
Source: the Open Molecules 2025 dataset
Level of theory: ωB97M-V with the def2-TZVPD basis set

Element x y z (Å)
O: 2.191 0.548 2.585
C: 1.648 0.142 1.575
C: 0.258 0.524 1.230
C: -0.598 -0.240 0.546
C: -1.981 0.093 0.249
C: -2.462 1.404 0.318
C: -3.773 1.718 0.025
C: -4.648 0.708 -0.349
Cl: -6.288 1.080 -0.717
C: -4.211 -0.604 -0.435
C: -2.891 -0.900 -0.142
Cl: -2.402 -2.553 -0.254
N: 2.258 -0.701 0.704
C: 3.631 -1.126 0.883
C: 4.564 -0.349 -0.010
C: 5.227 -0.944 -1.075
C: 6.047 -0.155 -1.869
N: 6.227 1.138 -1.672
C: 5.594 1.704 -0.658
C: 4.755 1.013 0.200
H: -0.050 1.458 1.677
H: -0.284 -1.216 0.198
H: -1.783 2.194 0.594
H: -4.118 2.738 0.083
H: -4.891 -1.388 -0.727
H: 1.824 -0.899 -0.183
H: 3.705 -2.198 0.679
H: 3.875 -0.935 1.932
H: 5.114 -1.998 -1.279
H: 6.584 -0.580 -2.708
H: 5.773 2.764 -0.529
H: 4.260 1.511 1.020

Computed properties:
SMILES = O=C(/C=C/c1ccc(Cl)cc1Cl)NCc1ccncc1
HOMO energy = -9.091 eV
E_LUMO = -0.0128 Eh
Calculated total energy = -45822.6205 eV


Formula: C15H12ClN3
Source: the Open Molecules 2025 dataset
Level of theory: ωB97M-V with the def2-TZVPD basis set

Element x y z (Å)
Cl: -0.781 2.172 -3.693
C: 0.348 1.669 -2.449
C: 1.648 1.588 -2.810
C: 2.649 1.227 -1.922
C: 2.253 0.926 -0.600
C: 0.908 1.020 -0.175
C: 0.542 0.653 1.194
C: 1.027 1.458 2.301
C: 0.576 1.201 3.601
N: -0.341 0.157 3.836
C: -0.794 -0.639 2.794
N: -1.676 -1.606 2.830
N: -1.793 -2.076 1.534
C: -1.005 -1.391 0.707
C: -0.867 -1.704 -0.768
C: -2.071 -1.429 -1.668
C: -1.591 -2.876 -1.469
C: -0.318 -0.394 1.436
C: -0.071 1.374 -1.120
H: 1.877 1.807 -3.874
H: 3.656 1.137 -2.278
H: 2.980 0.652 0.160
H: 1.724 2.298 2.163
H: 0.967 1.758 4.417
H: -0.641 -0.029 4.788
H: 0.117 -1.388 -1.180
H: -1.936 -0.970 -2.673
H: -2.979 -1.156 -1.108
H: -1.130 -3.390 -2.324
H: -2.165 -3.514 -0.784
H: -1.114 1.465 -0.867

Computed properties:
SMILES = Clc1cccc(-c2cc[nH]c3nnc(C4CC4)c2-3)c1
HOMO energy = -8.212 eV
E_LUMO = -0.0176 Eh
Calculated total energy = -32740.6861 eV
Energy above the lowest of the compared OMol25 structures with the same formula, charge and spin = 0.0 kcal per mole